37
Properties=species:S:1:pos:R:3 method="wB97M-V/def2-TZVPD" total_charge=-2 orbital_gap_ev=2.7
H -0.713 -3.136 -4.014
H -2.086 -1.770 -2.156
C 0.151 -0.314 2.311
N -1.335 -1.485 -2.818
C -0.248 2.346 -2.816
H 0.106 -1.647 5.442
Cd 0.271 -0.041 -2.129
C 0.128 -0.893 4.653
C -0.518 1.260 -4.838
H 0.887 0.492 7.006
C 0.087 0.464 4.994
C 0.133 1.047 2.636
H -0.980 0.812 -5.716
H -0.453 2.964 -1.936
O -0.834 0.194 -0.038
C 0.088 1.430 3.977
C 1.062 1.998 -3.313
C -1.210 1.903 -3.774
H 1.641 -2.574 -2.397
S 0.002 -0.869 0.613
C 0.910 -2.058 -3.021
H -0.018 1.945 6.548
C 0.021 0.857 6.441
C 0.173 -1.285 3.317
H 1.676 1.033 -5.261
H 0.141 1.789 1.841
H 0.033 2.485 4.253
H 0.201 -2.340 3.056
C 0.882 1.346 -4.584
H 1.244 -1.683 -3.992
H -0.869 0.441 6.930
H -2.289 2.054 -3.711
O -0.638 -2.160 0.712
C -0.480 -2.652 -3.037
H -0.532 -3.452 -2.263
H 2.010 2.362 -2.908
O 1.358 -0.864 -0.012